7 unconnected molecules or ions with the total composition C6H26O10. Source: the OMol25 dataset; level of theory: ωB97M-V with the def2-TZVPD basis set.

Structure (XYZ):
```
42
Properties=species:S:1:pos:R:3
O -0.45233 -0.75419 0.03288
H -1.20133 -0.36919 -0.39512
H -0.43133 -0.37719 0.90288
O -2.87433 0.11181 -0.45212
H -3.15933 -0.78919 -0.38912
H -3.43233 0.41381 0.28388
O -1.07333 -3.88919 0.62388
H -0.40733 -3.91119 -0.03312
H -1.52433 -3.06819 0.42788
O 2.18967 -2.12319 -0.07712
H 1.79267 -2.79319 -0.63412
H 1.41267 -1.63419 0.17488
C -0.57133 -0.05319 -3.39412
C -0.09333 1.25781 -3.98312
O -0.04933 2.23581 -2.85012
O -0.78733 -1.00019 -4.40612
H -1.49633 0.04481 -2.90212
H 0.01467 -0.44819 -2.56812
H -0.63033 1.62681 -4.76812
H 0.89967 1.18381 -4.36112
H -0.88933 2.62481 -2.64512
H -1.42733 -0.62819 -5.05912
C 2.21167 1.50181 -0.38212
C 1.34667 2.66781 -0.02612
O 1.59667 3.15781 1.28388
O 2.34667 1.44081 -1.79712
H 1.90567 0.52381 0.04688
H 3.18567 1.73381 -0.03212
H 0.32367 2.31381 0.02888
H 1.42567 3.44781 -0.83212
H 1.14867 2.57481 1.83388
H 1.48767 1.42381 -2.23412
C -0.93333 -0.84919 3.36788
C -0.17333 -0.98719 4.64488
O 1.07067 -1.62119 4.47588
O -0.23633 0.05581 2.61988
H -1.97233 -0.50519 3.36088
H -0.90433 -1.78419 2.87288
H -0.79133 -1.70419 5.31288
H -0.11533 -0.05019 5.15788
H 1.17067 -1.81019 3.57988
H 0.09767 0.80881 3.18888
```

## Properties
HOMO-LUMO gap ... 9.1 eV
HOMO energy ... -9.460 eV
SMILES ... OCCO.OCCO.OCCO.O.O.O.O

---

7 unconnected molecules or ions with the total composition C6H26O7. Source: the OMol25 dataset; level of theory: ωB97M-V with the def2-TZVPD basis set.

Structure (XYZ):
```
39
Properties=species:S:1:pos:R:3
C 1.18766 -0.21101 2.38829
C 0.38733 -0.27092 1.06825
O -0.19218 1.03000 0.94911
H 2.03283 0.43537 2.15168
H 1.54670 -1.22308 2.57511
H 0.60462 0.21651 3.20401
H -0.28257 -1.12140 1.19475
H 0.97402 -0.43081 0.16363
H -0.66929 1.05370 0.11641
C -2.76907 -1.45792 -0.40352
C -3.87999 -2.38665 -0.83292
O -4.49102 -2.90981 0.33054
H -1.99950 -1.27703 -1.15395
H -2.02374 -1.93673 0.23156
H -3.16171 -0.49851 -0.06665
H -3.55039 -3.14969 -1.53807
H -4.51402 -1.72226 -1.42002
H -5.01387 -3.69292 0.14355
C -0.09271 3.13247 -2.58877
C -0.06756 1.67141 -3.03823
O -0.67620 0.83816 -2.02627
H 0.38222 3.70781 -3.38346
H 0.43282 3.22534 -1.63835
H -1.04858 3.52677 -2.24385
H 0.92829 1.24502 -3.15903
H -0.66906 1.65385 -3.94707
H -1.61739 1.02671 -2.01183
O 4.24336 -1.33894 -0.15066
H 3.83164 -1.78553 -0.89044
H 3.82877 -0.47642 -0.13008
O 1.56731 3.01453 1.62375
H 0.97701 3.76216 1.52985
H 0.98945 2.25144 1.62709
O 3.35069 1.41763 0.28579
H 2.83597 2.10290 0.71206
H 3.53062 1.76177 -0.58909
O 1.35042 -3.70040 3.85942
H 1.20865 -4.26348 3.09846
H 0.52848 -3.22004 3.95897
```

## Properties
HOMO-LUMO gap (spin up / spin down) ... 10.3 / 3.0 eV
Spin multiplicity ... 2
HOMO energy (spin up / spin down) ... -13.373 / -13.218 eV
Net charge ... +1

---

Max |F| per entry: 0.0843 0.0852 Eh/bohr
ΔE to the lowest compared entry with this formula, charge and spin per entry: 317.38 215.19 kJ/mol
Energy per entry: -27115.556 -20964.678 eV